Record 1
The following is a DFT calculation (ωB97M-V/def2-TZVPD) of a 5-piece molecular cluster, C24H49BNO15 overall.

Calculated values
DFT total energy (eV): -58555.2403
Spin multiplicity: 1
Total charge: +1

```
90
C24H49BNO15, DFT ωB97M-V/def2-TZVPD
C -0.71 2.80 3.59
C -1.60 2.16 2.42
C -1.56 0.59 2.48
C -1.35 2.80 1.01
C -0.32 2.11 0.06
C -0.81 1.21 -1.15
B -1.21 -0.33 -0.89
O -2.19 -0.89 -1.78
O -0.66 -1.19 0.07
C 0.66 1.04 -1.79
C 1.51 0.92 -0.47
N 0.94 1.49 0.56
O 1.50 1.53 1.77
H -0.03 1.97 3.92
H -1.32 3.13 4.46
H -0.04 3.59 3.18
H -2.66 2.43 2.71
H -2.35 0.21 1.78
H -1.92 0.30 3.50
H -0.57 0.14 2.28
H -0.99 3.85 1.17
H -2.32 2.91 0.46
H 0.10 2.99 -0.51
H -1.60 1.65 -1.80
H -1.76 -0.85 -2.64
H -1.35 -1.80 0.37
H 0.78 1.98 -2.39
H 0.78 0.22 -2.53
H 2.47 0.38 -0.52
H 1.92 0.68 2.01
C 6.57 -2.55 5.14
C 5.67 -1.36 5.43
O 4.87 -1.02 4.29
C 3.79 -1.78 4.10
O 3.43 -2.69 4.79
O 3.18 -1.36 2.98
C 2.04 -2.14 2.62
H 7.16 -2.36 4.24
H 7.24 -2.74 5.97
H 5.98 -3.45 4.95
H 6.27 -0.49 5.66
H 5.03 -1.55 6.30
H 1.34 -2.23 3.45
H 2.35 -3.13 2.28
H 1.53 -1.63 1.79
C -1.30 4.53 -7.62
C 0.19 4.32 -7.48
O 0.77 5.31 -6.61
C 0.64 5.07 -5.30
O 0.10 4.12 -4.79
O 1.20 6.09 -4.65
C 1.07 6.01 -3.23
H -1.52 5.56 -7.92
H -1.72 3.84 -8.36
H -1.81 4.36 -6.67
H 0.67 4.45 -8.45
H 0.43 3.31 -7.14
H 1.43 5.05 -2.85
H 0.04 6.18 -2.94
H 1.69 6.80 -2.80
C 3.04 -6.03 7.02
C 2.15 -4.98 6.37
O 0.87 -5.52 6.05
C 0.01 -5.59 7.07
O 0.21 -5.24 8.19
O -1.13 -6.15 6.62
C -2.11 -6.34 7.63
H 3.09 -6.92 6.40
H 4.04 -5.64 7.17
H 2.63 -6.33 7.99
H 2.60 -4.67 5.42
H 2.06 -4.09 6.99
H -2.31 -5.42 8.18
H -1.80 -7.13 8.31
H -3.03 -6.65 7.13
C -5.55 -0.22 -8.83
C -4.05 -0.41 -8.69
O -3.48 0.58 -7.83
C -3.62 0.36 -6.52
O -4.15 -0.59 -6.02
O -3.07 1.39 -5.87
C -3.20 1.32 -4.45
H -5.77 0.80 -9.14
H -5.96 -0.92 -9.56
H -6.05 -0.38 -7.87
H -3.57 -0.29 -9.66
H -3.81 -1.42 -8.33
H -2.84 0.36 -4.07
H -4.24 1.48 -4.17
H -2.60 2.11 -4.02
```

Record 2
The following is a DFT calculation (ωB97M-V/def2-TZVPD) of an isolated molecule of C28H29N7O5S.

Calculated values
DFT total energy (eV): -61005.9031
Spin multiplicity: 1
SMILES string: COc1ccccc1NS(=O)(=O)c1ccc(N/N=C/c2c(C)nn(-c3ccccc3)c2N2CCCC2)c([N+](=O)[O-])c1

```
70
C28H29N7O5S, DFT ωB97M-V/def2-TZVPD
C -5.34 4.29 3.89
H -4.81 3.39 4.22
O -4.77 4.81 2.71
C -4.76 4.02 1.59
C -5.37 2.78 1.48
C -5.26 2.06 0.29
C -4.55 2.57 -0.78
C -3.94 3.81 -0.67
C -4.04 4.53 0.50
N -3.36 5.75 0.64
S -1.72 5.75 0.27
O -1.54 5.86 -1.14
O -1.13 6.74 1.11
C -1.20 4.10 0.75
C -1.61 3.57 1.94
C -1.32 2.23 2.26
C -0.55 1.44 1.37
N -0.23 0.17 1.64
N 0.48 -0.61 0.79
C 0.72 -1.81 1.19
C 1.45 -2.81 0.51
C 2.15 -2.87 -0.72
N 2.74 -4.11 -0.75
N 2.49 -4.81 0.38
C 1.71 -4.08 1.12
C 1.23 -4.57 2.44
H 0.14 -4.58 2.47
H 1.59 -5.58 2.59
H 1.59 -3.94 3.25
C 3.41 -4.76 -1.79
C 4.48 -5.59 -1.48
C 5.13 -6.28 -2.49
C 4.72 -6.15 -3.80
C 3.64 -5.34 -4.11
C 2.98 -4.65 -3.11
H 2.11 -4.04 -3.34
H 3.30 -5.25 -5.13
H 5.23 -6.68 -4.59
H 5.97 -6.92 -2.24
H 4.78 -5.69 -0.45
N 2.35 -2.00 -1.74
C 3.69 -1.76 -2.27
H 4.44 -1.94 -1.49
C 3.69 -0.29 -2.72
H 3.54 -0.24 -3.80
H 4.63 0.20 -2.49
C 2.50 0.32 -2.00
H 2.77 0.60 -0.98
H 2.11 1.20 -2.51
C 1.51 -0.84 -1.97
H 0.76 -0.75 -1.19
H 1.03 -0.96 -2.94
H 3.91 -2.43 -3.11
H 0.35 -2.12 2.17
H -0.55 -0.22 2.54
C -0.15 2.04 0.15
C -0.48 3.32 -0.16
H -0.20 3.77 -1.10
H 0.43 1.43 -0.53
N -1.87 1.73 3.46
O -2.64 2.43 4.09
O -1.56 0.59 3.83
H -2.16 4.16 2.66
H -3.54 6.20 1.53
H -3.37 4.23 -1.49
H -4.47 2.01 -1.69
H -5.73 1.09 0.22
H -5.91 2.35 2.30
H -5.23 5.07 4.64
H -6.41 4.07 3.76
```

Record 3
The following is a DFT calculation (ωB97M-V/def2-TZVPD) of an isolated molecule of C5H11NO.

Calculated values
DFT total energy (eV): -8897.0661
Spin multiplicity: 1
SMILES string: CC(C)[C@@H]1ON1C

```
18
C5H11NO, DFT ωB97M-V/def2-TZVPD
C 0.44 -0.49 -0.32
C -1.26 1.15 0.33
C -2.00 -1.23 -0.01
C 2.80 0.73 -0.30
C -0.95 -0.36 0.43
N 1.60 0.12 0.35
O 1.44 -1.30 0.15
H 0.29 -0.50 -1.40
H -1.99 1.53 0.99
H -1.74 1.47 -0.66
H -0.24 1.61 0.52
H -1.96 -1.60 -1.08
H -2.93 -0.72 0.14
H -1.86 -2.25 0.57
H 3.52 0.37 0.36
H 3.11 0.21 -1.27
H 2.61 1.73 -0.41
H -0.85 -0.48 1.61
```

Record 4
The following is a DFT calculation (ωB97M-V/def2-TZVPD) of an isolated molecule of C2H10O2Si2.

Calculated values
DFT total energy (eV): -22085.6733
Spin multiplicity: 1
SMILES string: CCO[SiH2][SiH2]O

```
16
C2H10O2Si2, DFT ωB97M-V/def2-TZVPD
C -2.77 1.17 -0.47
C -1.59 0.19 -0.75
O 3.60 -1.45 1.27
O -0.76 -0.07 0.34
Si 2.33 -1.72 0.23
Si 0.81 0.45 0.42
H -3.65 0.57 -0.36
H -2.64 1.74 0.53
H -2.96 2.04 -1.16
H -0.88 0.59 -1.53
H -2.06 -0.82 -1.09
H 3.92 -0.57 0.91
H 1.77 -2.91 0.94
H 3.02 -1.93 -0.98
H 1.06 1.79 -0.08
H 0.78 0.94 1.80
```